1.
C55H57IrN3O3P3Si2 | wB97M-V/def2-TZVPD

LUMO level (spin up / spin down) = -2.54 / -2.88 eV
HOMO-LUMO gap (spin up / spin down) = 7.58 / 6.92 eV
ΔE to the lowest compared entry with this formula, charge and spin = 0.0 kcal per mole
spin multiplicity = 2
<S²> = 0.753
E = -115033.9234 eV
net charge = +1

XYZ file:
```
124
C55H57IrN3O3P3Si2 | OMol25 | wB97M-V/def2-TZVPD
Ir 0.89027 -0.06374 -0.26981
C 3.25907 -3.60489 -2.22217
Si 1.78867 -2.52707 -2.65485
C 2.46525 -1.14911 -3.73372
C 0.68182 -3.49041 -3.82483
N 0.96530 -1.94804 -1.20097
P -0.02081 -2.90237 -0.28733
C -1.48811 -2.20581 0.24459
P -2.11894 -0.71479 -0.29906
N -1.05487 0.30953 -0.99447
Si -0.86610 1.09805 -2.53430
C 0.95112 1.59389 -2.53136
C -1.17081 -0.06009 -3.97432
C -1.87786 2.66265 -2.71047
C -2.84568 0.12550 1.13911
C -4.04656 0.82359 1.03451
C -4.55572 1.50684 2.13124
C -3.86851 1.49941 3.33650
C -2.67898 0.79095 3.44933
C -2.17155 0.10041 2.35960
C -3.57011 -1.11693 -1.31316
C -4.29366 -2.27049 -1.00437
C -5.43893 -2.58719 -1.71789
C -5.88117 -1.75369 -2.73649
C -5.18140 -0.59396 -3.03330
C -4.03479 -0.27600 -2.31944
C -0.49321 -4.45177 -1.10230
C -1.66482 -4.49640 -1.85438
C -2.05461 -5.66953 -2.47648
C -1.27291 -6.81150 -2.35419
C -0.11144 -6.77953 -1.59688
C 0.27374 -5.60553 -0.96422
C 0.89250 -3.47171 1.17027
C 0.19785 -3.87650 2.30729
C 0.89114 -4.37624 3.39859
C 2.27478 -4.48810 3.35774
C 2.96912 -4.08707 2.22685
C 2.27927 -3.57319 1.13675
H 3.70397 -3.99344 -3.14243
H 2.98548 -4.46271 -1.60662
H 4.03502 -3.04189 -1.69514
H 2.96248 -1.67060 -4.55729
H 3.21565 -0.50033 -3.29007
H 1.68218 -0.53399 -4.17748
H 1.01696 -3.29719 -4.84752
H -0.36696 -3.21032 -3.76646
H 0.74346 -4.56625 -3.65271
H 1.64061 0.79271 -2.19979
H 1.11940 2.46591 -1.90217
H 1.26652 1.81938 -3.55297
H -1.04265 -1.09821 -3.66881
H -0.46955 0.13971 -4.78897
H -2.17694 0.04402 -4.38143
H -1.35685 3.50025 -2.24014
H -2.85920 2.59990 -2.23976
H -2.02538 2.91040 -3.76507
H -4.59688 0.83197 0.10160
H -5.49633 2.03623 2.04491
H -4.26865 2.02963 4.19149
H -2.14387 0.76746 4.39023
H -1.25464 -0.46327 2.46219
H -3.94932 -2.91393 -0.20466
H -5.98977 -3.48616 -1.47400
H -6.77562 -2.00349 -3.29195
H -5.52919 0.06728 -3.81632
H -3.51726 0.64273 -2.54875
H -2.27271 -3.60602 -1.95695
H -2.96686 -5.69344 -3.05844
H -1.57612 -7.72943 -2.84064
H 0.49008 -7.67209 -1.48588
H 1.16385 -5.59874 -0.34767
H -0.88030 -3.78121 2.33152
H 0.35022 -4.67783 4.28581
H 2.81087 -4.88107 4.21169
H 4.04846 -4.17074 2.19236
H 2.81872 -3.24809 0.25716
O 1.90066 -1.07576 3.48084
C 1.87406 -0.79105 2.31027
O 0.77321 -0.60609 1.62281
C 3.11678 -0.54978 1.51047
C 4.38455 -0.66439 2.04193
C 5.46827 -0.39441 1.22388
C 5.23434 -0.00492 -0.08699
C 3.93250 0.08994 -0.54224
N 2.89062 -0.19247 0.24196
H 4.48229 -0.96234 3.07669
H 6.47896 -0.47756 1.59997
H 6.04819 0.22797 -0.75889
H 3.70818 0.41364 -1.54562
O 0.92246 1.90368 0.47336
P 0.61369 3.17773 1.21718
C 0.18501 2.94107 2.94157
C 0.97524 2.06090 3.67797
C 0.72096 1.84610 5.02032
C -0.30647 2.54261 5.64463
C -1.07560 3.44670 4.92649
C -0.83891 3.64351 3.57366
C 2.10019 4.18943 1.20596
C 2.19349 5.31672 2.02114
C 3.34664 6.08266 2.01259
C 4.41328 5.72196 1.19745
C 4.32675 4.59740 0.39075
C 3.17057 3.82889 0.39457
C -0.71141 4.11909 0.46324
C -2.01398 3.62415 0.54831
C -3.05802 4.33022 -0.02413
C -2.80790 5.52108 -0.69480
C -1.51262 6.00716 -0.79777
C -0.46233 5.30954 -0.21785
H 1.79832 1.54617 3.20152
H 1.32085 1.13540 5.57231
H -0.50452 2.38213 6.69647
H -1.86962 3.99465 5.41658
H -1.45242 4.34124 3.01950
H 1.36771 5.59066 2.66807
H 3.41861 6.95700 2.64541
H 5.31496 6.32010 1.19536
H 5.15943 4.31840 -0.24171
H 3.09101 2.94783 -0.22985
H -2.20935 2.69107 1.06439
H -4.06729 3.94720 0.05209
H -3.62664 6.07136 -1.14005
H -1.31793 6.93179 -1.32452
H 0.54606 5.69527 -0.29583
```


2.
C55H60F10I2N2O4P | wB97M-V/def2-TZVPD

LUMO level = -3.02 eV
HOMO-LUMO gap = 7.49 eV
ΔE to the lowest compared entry with this formula, charge and spin = 74.3 kcal per mole
E = -121832.1786 eV
net charge = +1

XYZ file:
```
134
C55H60F10I2N2O4P | OMol25 | wB97M-V/def2-TZVPD
C -4.00825 -0.70204 -1.63134
C -2.90516 -0.29758 -2.28822
N -1.63359 -0.12210 -1.54260
C -1.43307 1.36997 -1.21256
C -2.60445 2.34054 -1.38775
C -2.02907 3.78774 -1.09644
C -1.38390 3.94149 0.31302
C -2.46225 4.08913 1.46900
C -1.85517 4.98294 2.60796
C -2.82598 6.17123 3.01722
O -3.38316 5.87310 4.29676
C -2.46079 6.14954 5.34736
O -0.21907 1.63905 -1.86357
C 0.24092 0.65018 -2.82311
C 1.75637 0.75420 -3.07286
I 3.05989 -0.96858 -3.22817
C 2.35209 1.95100 -3.25895
C 1.60807 3.29101 -3.26044
I 4.47464 2.14586 -3.61869
C -0.36567 1.04953 -4.24493
C 0.15786 0.35279 -5.34180
C -0.28491 0.66383 -6.65474
C -1.25863 1.69877 -6.67206
C -1.67661 2.27427 -5.46840
N -1.27284 2.03249 -4.20667
C -0.37123 -0.65570 -2.13737
C 0.44224 -1.01951 -0.81977
C 0.37895 -2.50766 -0.35117
C -1.04411 -2.96684 0.15946
C -1.17127 -4.52311 0.18623
F -2.26497 -4.94036 0.85299
F -1.36739 -4.89732 -1.13282
C 0.11480 -5.26781 0.67952
F 0.96245 -5.55100 -0.32788
F -0.29166 -6.48088 1.13617
F 0.72972 -4.68562 1.70936
P -0.76605 -2.22292 -3.12827
O 0.59950 -3.04491 -3.59371
O -1.62216 -1.90375 -4.51828
H -4.61629 -1.54395 -2.01395
H -4.33375 -0.24431 -0.67393
H -2.96498 -0.11654 -3.37330
H -1.89629 -0.49884 -0.62716
H -1.24656 1.32539 -0.11189
H -3.43531 2.19221 -0.67243
H -2.98785 2.41040 -2.42573
H -1.30779 4.03451 -1.90749
H -2.84055 4.54485 -1.15880
H -0.60582 3.18967 0.55617
H -0.85416 4.92162 0.30261
H -3.27747 4.68593 1.00037
H -2.79745 3.09178 1.80824
H -0.88860 5.45624 2.35589
H -1.65542 4.31298 3.46598
H -3.66033 6.27366 2.29846
H -2.26727 7.13867 3.02622
H -1.51785 5.57145 5.27118
H -2.95710 5.80043 6.27875
H -2.26273 7.23953 5.40928
H 1.21804 3.56621 -2.25626
H 0.76304 3.34342 -3.97188
H 2.29870 4.11561 -3.53531
H 0.90366 -0.44390 -5.20590
H 0.11274 0.13199 -7.52841
H -1.68095 2.04392 -7.62457
H -2.46012 3.05344 -5.55159
H 0.10542 -0.41537 0.05578
H 1.51846 -0.77310 -0.91647
H 1.01405 -2.55388 0.56423
H 0.83407 -3.23488 -1.04613
H -1.20739 -2.62489 1.20038
H -1.85134 -2.64024 -0.53191
H 0.44654 -3.97892 -3.36885
H -1.49274 -2.63923 -5.14214
F 5.78556 -9.78743 -1.38018
C 4.51777 -9.51910 -1.02495
C 3.67894 -10.55975 -0.67348
C 2.37114 -10.28065 -0.30208
C 1.91546 -8.96793 -0.29659
C 2.76846 -7.93282 -0.65688
C 4.08055 -8.20833 -1.01858
H 4.04982 -11.57654 -0.69161
H 1.70691 -11.08668 -0.01746
H 0.89297 -8.75251 -0.01037
H 2.41256 -6.91314 -0.65627
H 4.76306 -7.41431 -1.29419
F 0.53690 5.01314 4.22667
C 1.23956 3.89816 4.50648
C 2.62031 3.94775 4.49210
C 3.34340 2.79973 4.78538
C 2.67738 1.61586 5.07889
C 1.28887 1.57983 5.08503
C 0.56286 2.72921 4.80231
H 3.12144 4.87756 4.25385
H 4.42521 2.82800 4.78543
H 3.24324 0.72026 5.30403
H 0.77056 0.65610 5.31067
H -0.52014 2.72246 4.81146
F -5.27592 0.97825 0.64988
C -6.32408 0.39595 1.28983
C -6.84038 -0.79028 0.80568
C -7.90768 -1.38336 1.46582
C -8.44913 -0.77800 2.59199
C -7.92132 0.41719 3.06283
C -6.84747 1.00674 2.41098
H -6.41104 -1.24354 -0.07858
H -8.31711 -2.31665 1.10137
H -9.28440 -1.23946 3.10333
H -8.34631 0.89083 3.93825
H -6.41720 1.93401 2.76834
F 5.50299 4.58654 6.48061
C 5.22160 4.12571 7.71653
C 6.24747 3.96475 8.62770
C 5.95513 3.49527 9.90099
C 4.64478 3.18347 10.24288
C 3.62511 3.34596 9.31413
C 3.91379 3.82517 8.04395
H 7.26308 4.20565 8.34025
H 6.74900 3.37209 10.62648
H 4.41947 2.81344 11.23543
H 2.60465 3.09927 9.57888
H 3.13099 3.96654 7.31029
F 1.44604 -1.08150 -8.06761
C 2.42404 -2.02014 -8.06773
C 2.57446 -2.84018 -9.16883
C 3.57980 -3.79769 -9.16757
C 4.41299 -3.92910 -8.06289
C 4.24536 -3.09994 -6.96178
C 3.24780 -2.13477 -6.96551
H 1.91037 -2.72793 -10.01652
H 3.71321 -4.44159 -10.02727
H 5.19387 -4.67929 -8.06202
H 4.89226 -3.20485 -6.09930
H 3.10632 -1.47422 -6.12243
```


3.
C55H60Ge2NO3S6W | wB97M-V/def2-TZVPD

LUMO level (spin up / spin down) = -3.98 / -4.16 eV
HOMO-LUMO gap (spin up / spin down) = 5.42 / 5.77 eV
spin multiplicity = 3
<S²> = 2.050
E = -245509.7810 eV
net charge = +1

XYZ file:
```
128
C55H60Ge2NO3S6W | OMol25 | wB97M-V/def2-TZVPD
W -0.01604 -1.26906 1.58110
C 3.23413 5.45262 2.52697
C 3.43537 4.28457 1.60014
C 2.94629 4.31387 0.29376
C 3.13454 3.25045 -0.57563
C 2.61987 3.31170 -1.99113
C 3.83560 2.12539 -0.12416
C 4.32420 2.07141 1.18235
C 5.11312 0.89354 1.69799
C 4.10635 3.15387 2.02682
C 4.16886 1.03292 -1.07695
C 5.30848 1.16099 -1.87245
C 5.66512 0.17562 -2.77592
C 4.90554 -0.97981 -2.88637
C 3.76779 -1.13714 -2.10547
C 3.41444 -0.11803 -1.21054
Ge 1.69764 -0.59499 -0.26729
S 2.41345 -1.08723 1.78618
S -0.37709 -2.42713 -0.45020
Ge -1.45219 0.02942 -0.19293
S -2.26269 -0.36692 1.85796
S 0.40212 1.17074 0.75127
C -2.86458 1.19679 -1.08537
C -3.89327 0.42859 -1.68957
C -4.89400 1.07434 -2.40291
C -4.87859 2.44622 -2.54663
C -3.86328 3.18139 -1.98086
C -2.82897 2.58299 -1.25699
C -1.81895 3.54876 -0.73806
C -1.88328 4.00670 0.58163
C -2.77301 3.35252 1.60790
C -1.11706 5.10934 0.94627
C -0.31400 5.77380 0.03189
C 0.36661 7.06434 0.39912
C -0.20744 5.25552 -1.25464
C -0.94431 4.15078 -1.65460
C -0.83720 3.63631 -3.06969
C -3.96866 -1.05831 -1.62197
C -4.81755 -1.68470 -0.69829
C -5.65824 -0.89333 0.26881
C -4.90711 -3.07335 -0.70302
C -4.20974 -3.84738 -1.62200
C -4.31822 -5.34691 -1.62554
C -3.40483 -3.20593 -2.55559
C -3.27764 -1.82576 -2.57901
C -2.42392 -1.16295 -3.63040
C 2.93903 -2.36847 -2.20481
C 1.95087 -2.46682 -3.20016
C 1.70585 -1.32733 -4.15641
C 1.21176 -3.63684 -3.29785
C 1.41172 -4.69687 -2.42311
C 0.58433 -5.94865 -2.51609
C 2.40824 -4.59066 -1.45662
C 3.19821 -3.45491 -1.34601
C 4.34550 -3.41901 -0.37295
H 3.34320 6.39656 1.99419
H 3.95065 5.43191 3.34729
H 2.22931 5.42584 2.95421
H 2.42160 5.19149 -0.05815
H 1.97696 4.17847 -2.12306
H 2.05176 2.41071 -2.23554
H 3.44777 3.38363 -2.69980
H 5.19803 0.10412 0.95393
H 4.63329 0.47455 2.58338
H 6.11875 1.21057 1.98225
H 4.49972 3.11444 3.03834
H 5.91210 2.05294 -1.75945
H 6.53973 0.30786 -3.40054
H 5.18418 -1.76351 -3.58034
H -5.67548 0.48153 -2.86296
H -5.65204 2.94033 -3.12105
H -3.84475 4.25878 -2.09291
H -3.58705 2.79837 1.14375
H -3.19410 4.09786 2.28250
H -2.19442 2.64531 2.20855
H -1.18859 5.48647 1.96185
H 0.56366 7.12018 1.46720
H -0.28148 7.90388 0.13661
H 1.30356 7.19735 -0.14050
H 0.43018 5.75434 -1.97841
H 0.09234 3.96693 -3.53104
H -1.66380 4.00631 -3.68041
H -0.87321 2.54566 -3.09174
H -5.31198 0.13482 0.34737
H -5.63755 -1.34451 1.26135
H -6.69677 -0.87913 -0.06993
H -5.57617 -3.55736 0.00335
H -4.95782 -5.70417 -0.81908
H -3.33180 -5.80794 -1.52816
H -4.74122 -5.69522 -2.56950
H -2.85962 -3.79801 -3.28440
H -1.99187 -1.90988 -4.29452
H -1.60928 -0.59458 -3.17303
H -3.01738 -0.46011 -4.21754
H 1.90611 -0.36709 -3.67995
H 0.67662 -1.33623 -4.51446
H 2.36581 -1.41095 -5.02274
H 0.44352 -3.71641 -4.06131
H -0.28283 -5.80311 -3.16006
H 0.24446 -6.25858 -1.52583
H 1.18341 -6.76409 -2.92649
H 2.57302 -5.41914 -0.77555
H 4.23542 -4.19519 0.38280
H 4.42158 -2.45303 0.12335
H 5.28616 -3.58577 -0.90509
S 1.00759 -3.85621 1.85050
C 0.15042 -3.52703 3.26313
N -0.42589 -2.34864 3.42324
C -1.15450 -2.30059 4.60684
C -1.92098 -1.23659 5.08123
C -2.58618 -1.36963 6.28869
C -2.49907 -2.54281 7.03400
C -1.74287 -3.60765 6.57665
C -1.08038 -3.47274 5.36568
S -0.09655 -4.65610 4.54891
H -2.04738 -0.33661 4.49357
H -3.18683 -0.54627 6.65262
H -3.03385 -2.62678 7.97090
H -1.66767 -4.52940 7.13896
O -2.19209 -3.31716 1.65974
H -2.16745 -4.24614 1.39849
H -3.05454 -3.00575 1.37269
O 1.96763 -1.68789 4.72907
H 2.31510 -1.25246 5.51620
H 2.69518 -2.23085 4.40375
O 0.26625 0.29271 3.48386
H -0.14532 0.26926 4.34905
H 1.13245 0.69111 3.58149
```